The following is a quantum chemistry calculation of a single C23H22N2O2 molecule, from the OMol25 dataset.

Each line ends with the Mulliken charge.
Positions of all 49 atoms, in Å:
C -4.7690 -0.3593 -1.1482  -1.8257
C -3.5869 0.1976 -0.4496  -0.3178
C -2.5343 -0.4768 0.1635  0.5822
C -2.3680 -1.9115 0.1835  0.3883
O -3.1268 -2.7091 -0.3472  -0.7331
C -1.1593 -2.4277 0.9629  0.4246
O -1.2254 -2.6277 2.1625  -0.6543
N -0.0619 -2.6976 0.2272  0.1651
C 0.0929 -2.2850 -1.1546  -1.1478
C 1.0591 -1.1393 -1.1838  -0.5290
C 2.1844 -1.2581 -0.4766  1.1149
C 3.1854 -0.1934 -0.3653  0.1977
C 4.5458 -0.4904 -0.2964  -0.3440
C 5.4840 0.5203 -0.1979  -0.6583
C 5.0819 1.8446 -0.1576  -0.3842
C 3.7330 2.1520 -0.2251  -0.8919
C 2.7934 1.1445 -0.3322  -0.2193
C 2.4183 -2.5836 0.1991  -0.9670
C 1.1550 -3.0933 0.9110  -0.9651
C -1.6579 0.5351 0.6949  1.7148
C -0.4677 0.5211 1.4179  0.1808
C 0.1166 1.7216 1.7631  -1.1147
C -0.4561 2.9398 1.4011  -0.7100
C -1.6402 2.9860 0.6949  -1.1779
C -2.2364 1.7802 0.3530  0.0126
N -3.4071 1.5366 -0.3306  0.1554
C -4.3061 2.5297 -0.8471  -1.0053
H -4.8366 0.0314 -2.1640  0.3939
H -4.6884 -1.4416 -1.1814  0.3878
H -5.6853 -0.0904 -0.6213  0.3814
H -0.8759 -2.0096 -1.5688  0.4014
H 0.4814 -3.1387 -1.7272  0.4480
H 0.8025 -0.2498 -1.7348  0.5370
H 4.8755 -1.5179 -0.3422  0.4288
H 6.5347 0.2731 -0.1514  0.3835
H 5.8157 2.6324 -0.0733  0.3830
H 3.4106 3.1825 -0.1906  0.4034
H 1.7428 1.3905 -0.3639  0.3350
H 2.7115 -3.3108 -0.5649  0.4455
H 3.2254 -2.5170 0.9279  0.4206
H 1.0960 -2.6923 1.9281  0.4609
H 1.1897 -4.1862 0.9908  0.2991
H -0.0112 -0.4041 1.7231  0.4539
H 1.0390 1.7207 2.3245  0.4810
H 0.0322 3.8607 1.6827  0.4236
H -2.0793 3.9346 0.4240  0.2410
H -4.2620 2.5657 -1.9392  0.3126
H -5.3312 2.3050 -0.5478  0.3266
H -4.0339 3.5057 -0.4531  0.3608

The HOMO-LUMO gap is 8.73 eV. The calculation puts the lowest unoccupied orbital energy at 0.57 eV. The calculation puts the HOMO energy at -8.160 eV. As for the total energy: -1149.65747 Eh. The value obtained for the largest force on an atom is 0.68 eV/A. Its net charge is 0.